# 1
Entry from the Open Molecules 2025 dataset: the molecule C15H14F3NO2S at a distorted geometry (ωB97M-V with the def2-TZVPD basis set).

Output
frontier orbital gap	8.5	eV
total energy	-1482.98140	Ha

```
36
Properties=species:S:1:pos:R:3:forces:R:3:nbo_charge:R:1
O 2.057 0.607 -0.421 0.3 1.1 -0.6 -0.62
O 3.555 -3.373 0.032 0.4 -1.6 -0.6 -1.02
F -4.350 3.927 0.244 -1.0 -0.4 -0.3 -0.31
F -4.830 1.792 -0.257 -0.3 1.2 0.1 -0.33
F -4.861 3.325 -1.842 0.0 0.0 1.3 -0.32
C 1.240 -0.300 -0.422 0.0 0.2 1.3 0.47
C -0.233 -0.096 -0.530 -0.3 -1.5 -0.4 -0.16
C -1.022 -1.206 -0.314 1.0 -0.2 0.7 0.05
C 0.845 -2.644 0.210 0.9 0.4 -0.3 0.08
C 1.728 -1.619 -0.064 -1.5 -0.7 0.5 -0.40
C -0.707 3.424 -1.950 -0.5 -1.2 0.8 -0.22
C -0.143 2.179 -1.663 -0.7 -0.1 0.6 -0.17
C -1.999 3.677 -1.549 -1.5 0.4 0.3 -0.16
C -2.189 1.488 -0.591 -0.7 0.2 0.2 -0.19
C -0.863 1.208 -0.912 0.8 0.5 -0.7 0.03
C -2.800 2.701 -0.936 2.0 -0.7 -0.4 -0.15
N -0.511 -2.455 0.139 -0.1 0.3 -0.8 -0.37
S 3.516 -1.902 0.086 -0.7 -0.2 0.0 1.33
C -4.246 2.951 -0.674 1.0 -0.6 -0.8 0.98
C -1.422 -3.572 0.509 0.3 0.2 -0.2 -0.40
C 3.962 -0.155 2.130 0.6 -0.1 0.4 -0.62
C 3.837 -1.640 1.837 -0.8 1.4 0.7 -0.60
H -2.102 -1.092 -0.430 0.3 -0.6 0.2 0.22
H 1.237 -3.657 0.447 -0.4 0.8 0.0 0.25
H -0.168 4.202 -2.428 0.6 0.4 -0.4 0.22
H 0.863 1.993 -1.970 0.4 -0.2 0.0 0.24
H -2.462 4.661 -1.673 0.3 -0.2 -0.3 0.22
H -2.780 0.761 -0.032 0.2 0.2 -0.2 0.21
H -1.890 -3.331 1.444 -0.6 0.3 0.3 0.21
H -2.150 -3.785 -0.267 -0.1 0.3 -0.1 0.22
H -0.926 -4.525 0.709 0.6 0.4 -0.3 0.23
H 3.020 0.341 2.061 -0.6 0.4 -0.2 0.22
H 4.333 0.007 3.155 0.1 0.0 -0.4 0.21
H 4.646 0.280 1.394 -0.1 0.2 0.3 0.22
H 3.027 -2.079 2.434 0.2 -0.2 -0.3 0.22
H 4.785 -2.094 2.094 0.1 -0.6 -0.5 0.24
```
Forces are in eV/Å.

# 2
Entry from the Open Molecules 2025 dataset: the molecule C15H14FNO4 (ωB97M-V with the def2-TZVPD basis set).

Output
SMILES	CC1=CC(=O)c2cc(C)c(CON=O)c([C@@H](C)F)c2C1=O
frontier orbital gap	8.9	eV
energy above the lowest of the compared OMol25 structures with the same formula, charge and spin	103.4	kcal per mole
total energy	-1035.46263	Ha

```
35
Properties=species:S:1:pos:R:3:forces:R:3:nbo_charge:R:1
C 4.343 1.259 0.197 0.0 0.1 -0.7 -0.65
C 3.274 0.318 -0.266 -0.1 -0.2 0.3 -0.02
C 3.428 -1.003 -0.376 0.1 0.3 0.1 -0.26
C 2.314 -1.829 -0.881 0.0 0.1 0.0 0.53
O 2.478 -2.858 -1.496 0.0 -0.1 0.2 -0.51
C 0.947 -1.306 -0.562 0.1 0.0 -0.1 -0.11
C -0.076 -2.214 -0.367 -0.2 0.3 0.0 -0.18
C -1.341 -1.768 -0.007 0.2 -0.1 0.1 0.04
C -2.419 -2.797 0.224 -0.1 0.4 0.0 -0.65
C -1.562 -0.389 0.145 -0.1 -0.2 -0.1 -0.05
C -2.937 0.078 0.583 0.8 0.2 0.0 -0.12
O -3.692 0.694 -0.470 -0.5 -0.1 0.2 -0.41
N -4.167 -0.309 -1.360 0.0 -0.2 0.4 0.37
O -5.218 -0.032 -1.767 0.1 0.2 -0.3 -0.23
C -0.539 0.544 -0.098 0.1 -0.1 -0.4 0.00
C -0.832 2.030 0.057 -0.1 -0.2 0.4 0.18
C -0.119 2.623 1.271 -0.2 -0.1 0.2 -0.64
F -0.566 2.738 -1.101 0.0 -0.1 -0.1 -0.34
C 0.739 0.070 -0.442 -0.2 -0.1 0.1 -0.06
C 1.952 0.928 -0.666 0.1 -0.1 -0.1 0.51
O 1.941 2.028 -1.160 -0.1 0.1 0.2 -0.48
H 5.326 0.844 -0.019 0.0 -0.1 0.3 0.22
H 4.260 2.183 -0.376 -0.1 0.1 0.1 0.25
H 4.238 1.496 1.255 0.0 0.0 0.0 0.23
H 4.362 -1.483 -0.108 0.0 -0.1 -0.3 0.23
H 0.115 -3.273 -0.475 0.1 0.0 -0.1 0.23
H -2.708 -2.837 1.276 0.1 -0.1 0.0 0.22
H -3.315 -2.538 -0.340 0.0 -0.1 -0.1 0.23
H -2.079 -3.781 -0.086 0.0 0.0 0.0 0.23
H -2.820 0.866 1.324 -0.2 0.0 0.1 0.21
H -3.499 -0.718 1.063 -0.1 0.0 -0.2 0.20
H -1.901 2.138 0.218 0.0 0.2 -0.2 0.17
H -0.786 2.520 2.131 0.0 0.0 0.0 0.21
H 0.791 2.089 1.537 0.2 0.2 -0.2 0.21
H 0.069 3.687 1.144 0.1 0.0 -0.1 0.24
```
Forces are in eV/Å.

# 3
Entry from the Open Molecules 2025 dataset: a structure of composition C15H14N4O6RuSSe (ωB97M-V with the def2-TZVPD basis set).

Output
frontier orbital gap (spin up / spin down)	6.7 / 6.9	eV
energy above the lowest of the compared OMol25 structures with the same formula, charge and spin	0.0	kcal per mole
total energy	-4144.82873	Ha
2S+1	5

```
42
Properties=species:S:1:pos:R:3:forces:R:3:nbo_charge:R:1
Ru 0.301 0.016 0.728 0.1 0.2 -0.1 1.46
C -2.671 1.629 3.339 0.0 0.0 0.0 -0.68
C -1.722 1.276 2.244 0.0 0.0 0.0 0.24
N -0.992 0.113 2.242 0.0 0.2 -0.1 -0.39
N -1.002 -0.575 3.417 0.0 -0.2 0.2 -0.34
C -0.549 -1.765 3.505 0.0 0.2 0.0 0.22
N -0.754 -2.497 4.656 0.1 -0.1 0.1 -0.80
S 0.201 -2.806 2.280 -0.1 -0.2 0.0 0.59
C -1.550 2.124 1.137 -0.1 0.1 0.0 0.11
C -2.284 3.312 0.910 0.0 0.0 0.0 -0.22
C -2.022 4.069 -0.199 0.0 0.0 0.0 -0.14
C -1.031 3.666 -1.113 0.1 -0.1 -0.1 -0.30
C -0.346 2.505 -0.860 0.0 0.1 -0.1 0.09
N -0.585 1.759 0.227 0.1 -0.1 0.0 -0.50
H -2.725 0.831 4.070 0.0 0.0 0.0 0.26
H -3.670 1.808 2.935 0.0 0.0 0.0 0.23
H -2.353 2.541 3.849 0.0 0.0 0.0 0.23
H -1.249 -1.985 5.371 0.0 0.0 0.0 0.39
H 0.075 -2.968 4.994 0.0 0.0 0.0 0.40
H -3.043 3.610 1.617 0.0 0.0 0.0 0.23
H -2.580 4.979 -0.373 0.0 0.0 0.0 0.22
H -0.799 4.246 -1.992 0.0 0.0 0.0 0.23
H 0.433 2.133 -1.513 0.0 0.0 0.0 0.23
O 3.971 -1.541 1.638 0.1 0.0 0.0 -0.93
Se 2.709 -1.011 2.441 0.0 0.2 -0.2 2.71
O 2.172 0.493 2.065 0.0 -0.2 -0.1 -1.02
O 1.231 -1.783 1.489 0.0 0.1 0.1 -0.93
O 2.474 -1.466 3.950 -0.1 -0.1 0.0 -0.97
O -0.324 -1.315 -1.086 -0.1 -0.1 0.2 -0.68
C 0.719 -0.906 -1.649 0.3 0.2 0.0 0.76
O 1.464 -0.061 -1.039 -0.1 -0.1 0.0 -0.71
C 1.100 -1.362 -3.007 0.0 0.0 0.0 -0.11
C 2.289 -0.927 -3.583 0.0 0.0 0.0 -0.19
C 2.630 -1.354 -4.856 0.0 0.0 0.0 -0.21
C 1.787 -2.212 -5.549 0.0 0.0 0.0 -0.19
C 0.601 -2.648 -4.972 0.0 0.0 0.0 -0.22
C 0.257 -2.225 -3.699 0.0 0.0 0.0 -0.18
H 2.936 -0.265 -3.023 0.0 0.0 0.0 0.24
H 3.556 -1.022 -5.308 0.0 0.0 0.0 0.22
H 2.056 -2.544 -6.544 0.0 0.0 0.0 0.21
H -0.052 -3.319 -5.515 0.0 0.0 0.0 0.22
H -0.659 -2.553 -3.227 0.0 0.0 0.0 0.24
```
Forces are in eV/Å.

> What is the total energy in the second record?

-1035.46263 Ha

> Which value of total energy does entry 3 give?

-4144.82873 Ha

What did the third record say?
Entry from the Open Molecules 2025 dataset: a structure of composition C15H14N4O6RuSSe (ωB97M-V with the def2-TZVPD basis set).

Output
frontier orbital gap (spin up / spin down)	6.7 / 6.9	eV
energy above the lowest of the compared OMol25 structures with the same formula, charge and spin	0.0	kcal per mole
total energy	-4144.82873	Ha
2S+1	5

```
42
Properties=species:S:1:pos:R:3:forces:R:3:nbo_charge:R:1
Ru 0.301 0.016 0.728 0.1 0.2 -0.1 1.46
C -2.671 1.629 3.339 0.0 0.0 0.0 -0.68
C -1.722 1.276 2.244 0.0 0.0 0.0 0.24
N -0.992 0.113 2.242 0.0 0.2 -0.1 -0.39
N -1.002 -0.575 3.417 0.0 -0.2 0.2 -0.34
C -0.549 -1.765 3.505 0.0 0.2 0.0 0.22
N -0.754 -2.497 4.656 0.1 -0.1 0.1 -0.80
S 0.201 -2.806 2.280 -0.1 -0.2 0.0 0.59
C -1.550 2.124 1.137 -0.1 0.1 0.0 0.11
C -2.284 3.312 0.910 0.0 0.0 0.0 -0.22
C -2.022 4.069 -0.199 0.0 0.0 0.0 -0.14
C -1.031 3.666 -1.113 0.1 -0.1 -0.1 -0.30
C -0.346 2.505 -0.860 0.0 0.1 -0.1 0.09
N -0.585 1.759 0.227 0.1 -0.1 0.0 -0.50
H -2.725 0.831 4.070 0.0 0.0 0.0 0.26
H -3.670 1.808 2.935 0.0 0.0 0.0 0.23
H -2.353 2.541 3.849 0.0 0.0 0.0 0.23
H -1.249 -1.985 5.371 0.0 0.0 0.0 0.39
H 0.075 -2.968 4.994 0.0 0.0 0.0 0.40
H -3.043 3.610 1.617 0.0 0.0 0.0 0.23
H -2.580 4.979 -0.373 0.0 0.0 0.0 0.22
H -0.799 4.246 -1.992 0.0 0.0 0.0 0.23
H 0.433 2.133 -1.513 0.0 0.0 0.0 0.23
O 3.971 -1.541 1.638 0.1 0.0 0.0 -0.93
Se 2.709 -1.011 2.441 0.0 0.2 -0.2 2.71
O 2.172 0.493 2.065 0.0 -0.2 -0.1 -1.02
O 1.231 -1.783 1.489 0.0 0.1 0.1 -0.93
O 2.474 -1.466 3.950 -0.1 -0.1 0.0 -0.97
O -0.324 -1.315 -1.086 -0.1 -0.1 0.2 -0.68
C 0.719 -0.906 -1.649 0.3 0.2 0.0 0.76
O 1.464 -0.061 -1.039 -0.1 -0.1 0.0 -0.71
C 1.100 -1.362 -3.007 0.0 0.0 0.0 -0.11
C 2.289 -0.927 -3.583 0.0 0.0 0.0 -0.19
C 2.630 -1.354 -4.856 0.0 0.0 0.0 -0.21
C 1.787 -2.212 -5.549 0.0 0.0 0.0 -0.19
C 0.601 -2.648 -4.972 0.0 0.0 0.0 -0.22
C 0.257 -2.225 -3.699 0.0 0.0 0.0 -0.18
H 2.936 -0.265 -3.023 0.0 0.0 0.0 0.24
H 3.556 -1.022 -5.308 0.0 0.0 0.0 0.22
H 2.056 -2.544 -6.544 0.0 0.0 0.0 0.21
H -0.052 -3.319 -5.515 0.0 0.0 0.0 0.22
H -0.659 -2.553 -3.227 0.0 0.0 0.0 0.24
```
Forces are in eV/Å.